# 1
The following is a quantum chemistry calculation of a cluster of 2 separate species, C5H14N2O in total in a non-equilibrium geometry, from the OMol25 dataset.

Geometry as ORCA input:
```
! RIJCOSX wB97M-V def2-TZVPD def2/J DEFGRID3
* xyz 1 2
C 2.260 0.824 0.439
N 2.658 -0.137 1.446
C -2.881 -1.069 -1.858
O -1.560 -0.655 -1.588
C 0.804 0.352 0.050
C 0.236 1.396 -0.927
N 0.118 0.201 1.355
C -0.994 -0.717 1.335
H 2.783 0.685 -0.442
H 2.419 1.838 0.948
H 3.008 0.289 2.260
H -3.554 -0.353 -2.343
H -3.400 -1.421 -0.964
H -2.759 -1.924 -2.494
H 0.882 -0.613 -0.491
H -0.430 1.985 -0.290
H 0.935 1.825 -1.625
H -0.526 0.780 -1.486
H 0.971 -0.165 1.888
H -0.785 -1.836 1.248
H -1.523 -0.579 2.246
H -1.523 -0.440 0.402
*
```

Its total energy is -10424.4421 eV. Its energy relative to the best compared isomer or geometry (same formula, charge and spin) is 746.79 kJ/mol. The calculation puts the HOMO energy (spin up / spin down) at -0.527 / -0.514 Ha. The HOMO-LUMO gap (spin up / spin down) is 5.88 / 5.50 eV. The calculation puts the lowest unoccupied orbital energy (spin up / spin down) at -0.3113 / -0.3117 Eh.

These are the Mulliken partial charges, in e, on atoms 1 to 8: C -0.6559; N -0.3154; C -0.6058; O -0.3659; C 0.3886; C -1.1634; N -0.2483; C -0.6409

---

# 2
The following is a quantum chemistry calculation of the molecule C5H10N2O in a non-equilibrium geometry, from the OMol25 dataset.

Geometry as ORCA input:
```
! RIJCOSX wB97M-V def2-TZVPD def2/J DEFGRID3
* xyz 0 1
C 0.242 0.204 -2.067
C -0.048 -0.081 -0.617
C -1.128 0.205 0.170
N -2.386 0.595 -0.074
C -0.494 -0.109 1.491
O 0.117 0.962 2.210
C 0.726 -0.827 0.394
N 2.059 -0.377 0.634
H 1.217 0.695 -2.163
H -0.517 0.848 -2.517
H 0.339 -0.724 -2.640
H -2.820 0.453 -0.978
H -3.018 0.779 0.695
H -1.060 -0.746 2.177
H 0.977 1.099 1.772
H 0.579 -1.901 0.489
H 2.630 -0.989 1.209
H 2.584 -0.085 -0.184
*
```

Its total energy is -10373.1665 eV. Its energy relative to the best compared isomer or geometry (same formula, charge and spin) is 206.36 kJ/mol. Its structure (SMILES) is CC1=C(N)[C@H](O)[C@@H]1N. The calculation puts the HOMO energy at -0.280 Ha. The HOMO-LUMO gap is 8.54 eV. The calculation puts the lowest unoccupied orbital energy at 0.0343 Eh.

These are the Mulliken partial charges, in e, on atoms 1 to 8: C -1.3018; C -0.1956; C 0.3995; N -0.4464; C -0.4447; O -0.5436; C 0.2941; N -0.6043

---

# 3
The following is a quantum chemistry calculation of a structure of composition C37H33N4P2PdS in a non-equilibrium geometry, from the OMol25 dataset.

Geometry as ORCA input:
```
! RIJCOSX wB97M-V def2-TZVPD def2/J DEFGRID3
* xyz 1 1
Pd 0.000 0.000 0.000
N 4.102 -1.128 0.000
C 4.950 -0.015 0.000
C 6.342 -0.193 0.000
C 7.202 0.908 0.000
C 6.679 2.197 0.000
C 5.296 2.385 0.000
C 4.429 1.284 0.000
S 2.673 1.573 0.000
N 1.997 0.050 0.000
C 2.727 -1.019 0.000
C 1.873 -2.238 0.000
C 2.340 -3.546 0.000
C 1.396 -4.571 0.000
C 0.041 -4.254 0.000
C -0.322 -2.916 0.000
N 0.565 -1.902 0.000
H 4.550 -2.029 0.000
H 6.771 -1.191 0.000
H 8.278 0.758 0.000
H 7.343 3.057 0.000
H 4.897 3.397 0.000
H 3.393 -3.789 0.000
H 1.713 -5.610 0.000
H -0.717 -5.030 0.000
H -1.366 -2.616 0.000
C -1.181 3.586 -1.213
N -0.863 2.725 -0.050
P 0.827 2.238 0.000
C 1.805 3.418 -0.977
C 2.504 2.896 -2.083
C 3.356 3.694 -2.851
C 3.525 5.036 -2.531
C 2.838 5.578 -1.448
C 1.990 4.774 -0.678
C 1.267 2.680 1.716
C 0.794 3.819 2.385
C 1.162 4.084 3.707
C 2.002 3.207 4.388
C 2.476 2.066 3.746
C 2.114 1.808 2.421
P -1.939 1.292 0.000
C -3.592 2.096 0.053
C -3.899 3.207 0.855
C -5.170 3.788 0.825
C -6.154 3.271 -0.013
C -5.869 2.172 -0.819
C -4.600 1.588 -0.784
C -1.845 0.677 1.718
C -1.976 -0.710 1.912
C -1.963 -1.271 3.192
C -1.812 -0.452 4.307
C -1.681 0.922 4.138
C -1.706 1.480 2.855
H -0.655 4.544 -1.150
H -2.235 3.880 -1.253
H -0.940 3.110 -2.173
H 2.407 1.844 -2.347
H 3.895 3.260 -3.689
H 4.195 5.658 -3.119
H 2.971 6.625 -1.191
H 1.482 5.235 0.163
H 0.113 4.504 1.886
H 0.783 4.971 4.208
H 2.282 3.406 5.418
H 3.122 1.371 4.275
H 2.489 0.903 1.947
H -3.144 3.649 1.498
H -5.386 4.649 1.452
H -7.140 3.727 -0.040
H -6.634 1.769 -1.478
H -4.402 0.733 -1.428
H -2.103 -1.375 1.059
H -2.074 -2.344 3.316
H -1.800 -0.883 5.304
H -1.559 1.570 5.003
H -1.613 2.555 2.761
H -1.368 -0.995 0.000
*
```

Its total energy is -77743.5243 eV. The calculation puts the HOMO energy at -0.320 Ha. The HOMO-LUMO gap is 5.29 eV. The calculation puts the lowest unoccupied orbital energy at -0.1255 Eh.

These are the Mulliken partial charges, in e, on atoms 1 to 8: Pd -0.0994; N -0.0258; C -0.2583; C -0.8432; C -0.6866; C -1.0392; C -0.7844; C 1.0168

---

# 4
The following is a quantum chemistry calculation of the molecule C22H20FNO7, from the OMol25 dataset.

Geometry as ORCA input:
```
! RIJCOSX wB97M-V def2-TZVPD def2/J DEFGRID3
* xyz 0 1
C -1.619 -2.230 -3.353
O -2.244 -2.639 -2.160
C -1.778 -2.125 -0.976
C -0.749 -1.215 -0.843
C -0.374 -0.755 0.417
C 0.726 0.277 0.518
C 0.510 1.433 -0.422
C -0.633 2.141 -0.667
O -0.677 3.044 -1.635
C -1.905 1.901 0.032
C -3.071 1.795 -0.723
C -4.277 1.511 -0.115
C -4.307 1.356 1.260
F -5.477 1.078 1.861
C -3.170 1.493 2.037
C -1.967 1.760 1.416
C 1.649 1.554 -1.297
O 1.781 2.373 -2.202
C 2.604 0.433 -0.928
O 3.676 0.172 -1.428
N 2.008 -0.248 0.078
C 2.612 -1.390 0.715
C 3.277 -1.044 2.052
C 4.292 0.088 1.905
C 5.388 -0.263 0.920
O 5.755 -1.377 0.662
O 5.933 0.831 0.392
C -1.021 -1.233 1.542
C -2.055 -2.146 1.420
C -2.448 -2.593 0.172
O -3.467 -3.476 0.056
H -2.135 -2.760 -4.152
H -0.559 -2.500 -3.362
H -1.723 -1.151 -3.507
H -0.223 -0.847 -1.710
H 0.815 0.607 1.562
H 0.211 3.070 -2.090
H -3.020 1.928 -1.793
H -5.186 1.411 -0.686
H -3.239 1.389 3.108
H -1.077 1.895 2.009
H 1.845 -2.155 0.867
H 3.371 -1.771 0.027
H 2.521 -0.761 2.787
H 3.788 -1.938 2.409
H 3.820 1.013 1.570
H 4.770 0.288 2.868
H 6.575 0.594 -0.296
H -0.726 -0.893 2.523
H -2.573 -2.522 2.287
H -3.588 -3.677 -0.883
*
```

Its total energy is -41679.6700 eV. Its energy relative to the best compared isomer or geometry (same formula, charge and spin) is 7.99 kJ/mol. Its structure (SMILES) is COc1cc([C@@H]2/C(=C(/O)c3ccc(F)cc3)C(=O)C(=O)N2CCCC(=O)O)ccc1O. The calculation puts the HOMO energy at -0.313 Ha. The HOMO-LUMO gap is 7.98 eV. The calculation puts the lowest unoccupied orbital energy at -0.0202 Eh.

These are the Mulliken partial charges, in e, on atoms 1 to 8: C -0.8455; O -0.5521; C 0.8921; C 0.0036; C -0.5528; C -0.2617; C -0.6314; C 0.3324

---

What did the fourth record say?
The following is a quantum chemistry calculation of the molecule C22H20FNO7, from the OMol25 dataset.

Geometry as ORCA input:
```
! RIJCOSX wB97M-V def2-TZVPD def2/J DEFGRID3
* xyz 0 1
C -1.619 -2.230 -3.353
O -2.244 -2.639 -2.160
C -1.778 -2.125 -0.976
C -0.749 -1.215 -0.843
C -0.374 -0.755 0.417
C 0.726 0.277 0.518
C 0.510 1.433 -0.422
C -0.633 2.141 -0.667
O -0.677 3.044 -1.635
C -1.905 1.901 0.032
C -3.071 1.795 -0.723
C -4.277 1.511 -0.115
C -4.307 1.356 1.260
F -5.477 1.078 1.861
C -3.170 1.493 2.037
C -1.967 1.760 1.416
C 1.649 1.554 -1.297
O 1.781 2.373 -2.202
C 2.604 0.433 -0.928
O 3.676 0.172 -1.428
N 2.008 -0.248 0.078
C 2.612 -1.390 0.715
C 3.277 -1.044 2.052
C 4.292 0.088 1.905
C 5.388 -0.263 0.920
O 5.755 -1.377 0.662
O 5.933 0.831 0.392
C -1.021 -1.233 1.542
C -2.055 -2.146 1.420
C -2.448 -2.593 0.172
O -3.467 -3.476 0.056
H -2.135 -2.760 -4.152
H -0.559 -2.500 -3.362
H -1.723 -1.151 -3.507
H -0.223 -0.847 -1.710
H 0.815 0.607 1.562
H 0.211 3.070 -2.090
H -3.020 1.928 -1.793
H -5.186 1.411 -0.686
H -3.239 1.389 3.108
H -1.077 1.895 2.009
H 1.845 -2.155 0.867
H 3.371 -1.771 0.027
H 2.521 -0.761 2.787
H 3.788 -1.938 2.409
H 3.820 1.013 1.570
H 4.770 0.288 2.868
H 6.575 0.594 -0.296
H -0.726 -0.893 2.523
H -2.573 -2.522 2.287
H -3.588 -3.677 -0.883
*
```

Its total energy is -41679.6700 eV. Its energy relative to the best compared isomer or geometry (same formula, charge and spin) is 7.99 kJ/mol. Its structure (SMILES) is COc1cc([C@@H]2/C(=C(/O)c3ccc(F)cc3)C(=O)C(=O)N2CCCC(=O)O)ccc1O. The calculation puts the HOMO energy at -0.313 Ha. The HOMO-LUMO gap is 7.98 eV. The calculation puts the lowest unoccupied orbital energy at -0.0202 Eh.

These are the Mulliken partial charges, in e, on atoms 1 to 8: C -0.8455; O -0.5521; C 0.8921; C 0.0036; C -0.5528; C -0.2617; C -0.6314; C 0.3324

---

Please write out number 3 again, unchanged.
The following is a quantum chemistry calculation of a structure of composition C37H33N4P2PdS in a non-equilibrium geometry, from the OMol25 dataset.

Geometry as ORCA input:
```
! RIJCOSX wB97M-V def2-TZVPD def2/J DEFGRID3
* xyz 1 1
Pd 0.000 0.000 0.000
N 4.102 -1.128 0.000
C 4.950 -0.015 0.000
C 6.342 -0.193 0.000
C 7.202 0.908 0.000
C 6.679 2.197 0.000
C 5.296 2.385 0.000
C 4.429 1.284 0.000
S 2.673 1.573 0.000
N 1.997 0.050 0.000
C 2.727 -1.019 0.000
C 1.873 -2.238 0.000
C 2.340 -3.546 0.000
C 1.396 -4.571 0.000
C 0.041 -4.254 0.000
C -0.322 -2.916 0.000
N 0.565 -1.902 0.000
H 4.550 -2.029 0.000
H 6.771 -1.191 0.000
H 8.278 0.758 0.000
H 7.343 3.057 0.000
H 4.897 3.397 0.000
H 3.393 -3.789 0.000
H 1.713 -5.610 0.000
H -0.717 -5.030 0.000
H -1.366 -2.616 0.000
C -1.181 3.586 -1.213
N -0.863 2.725 -0.050
P 0.827 2.238 0.000
C 1.805 3.418 -0.977
C 2.504 2.896 -2.083
C 3.356 3.694 -2.851
C 3.525 5.036 -2.531
C 2.838 5.578 -1.448
C 1.990 4.774 -0.678
C 1.267 2.680 1.716
C 0.794 3.819 2.385
C 1.162 4.084 3.707
C 2.002 3.207 4.388
C 2.476 2.066 3.746
C 2.114 1.808 2.421
P -1.939 1.292 0.000
C -3.592 2.096 0.053
C -3.899 3.207 0.855
C -5.170 3.788 0.825
C -6.154 3.271 -0.013
C -5.869 2.172 -0.819
C -4.600 1.588 -0.784
C -1.845 0.677 1.718
C -1.976 -0.710 1.912
C -1.963 -1.271 3.192
C -1.812 -0.452 4.307
C -1.681 0.922 4.138
C -1.706 1.480 2.855
H -0.655 4.544 -1.150
H -2.235 3.880 -1.253
H -0.940 3.110 -2.173
H 2.407 1.844 -2.347
H 3.895 3.260 -3.689
H 4.195 5.658 -3.119
H 2.971 6.625 -1.191
H 1.482 5.235 0.163
H 0.113 4.504 1.886
H 0.783 4.971 4.208
H 2.282 3.406 5.418
H 3.122 1.371 4.275
H 2.489 0.903 1.947
H -3.144 3.649 1.498
H -5.386 4.649 1.452
H -7.140 3.727 -0.040
H -6.634 1.769 -1.478
H -4.402 0.733 -1.428
H -2.103 -1.375 1.059
H -2.074 -2.344 3.316
H -1.800 -0.883 5.304
H -1.559 1.570 5.003
H -1.613 2.555 2.761
H -1.368 -0.995 0.000
*
```

Its total energy is -77743.5243 eV. The calculation puts the HOMO energy at -0.320 Ha. The HOMO-LUMO gap is 5.29 eV. The calculation puts the lowest unoccupied orbital energy at -0.1255 Eh.

These are the Mulliken partial charges, in e, on atoms 1 to 8: Pd -0.0994; N -0.0258; C -0.2583; C -0.8432; C -0.6866; C -1.0392; C -0.7844; C 1.0168